1.
Density functional theory data (ωB97M-V/def2-TZVPD) for 2 unconnected molecules or ions with the total composition C7H15FINO4P in a non-equilibrium geometry.

XYZ file:
```
30
Properties=species:S:1:pos:R:3
O 2.173 -2.298 2.267
P 1.801 -1.846 0.928
O 1.976 -0.289 0.703
O 2.674 -2.517 -0.198
C 0.054 -2.292 0.568
C -1.010 -1.185 0.226
C -2.241 -2.060 0.363
I -4.038 -1.804 -0.603
N -2.044 -3.045 1.164
C -0.685 -2.902 1.750
F -0.195 -3.938 2.424
H 1.405 0.148 1.343
H 2.718 -3.464 -0.016
H 0.042 -2.991 -0.268
H -1.003 -0.321 0.875
H -0.925 -1.001 -0.838
H -2.718 -3.779 1.344
H -0.804 -2.076 2.461
C 1.323 3.012 -1.933
C -0.133 2.866 -1.523
C -0.557 3.959 -0.557
O -0.344 1.575 -0.925
H 1.977 2.938 -1.060
H 1.609 2.218 -2.622
H 1.501 3.972 -2.416
H -0.767 2.895 -2.408
H 0.040 3.915 0.359
H -1.602 3.836 -0.271
H -0.433 4.947 -0.999
H 0.208 1.527 -0.140
```

The calculation puts the relative energy (zero: lowest compared OMol25 entry of this formula, charge and spin) at 0.0 kcal per mole. As for the charge: +1. The LUMO energy is -4.968 eV. For the gap between HOMO and LUMO, the calculation gives 8.24 eV.

Atomic partial charges in e from the Löwdin method, atoms 1 to 8:
1. O -0.224
2. P 0.424
3. O -0.074
4. O -0.070
5. C -0.216
6. C -0.128
7. C -0.717
8. I 1.118


2.
Density functional theory data (ωB97M-V/def2-TZVPD) for 2 unconnected molecules or ions with the total composition C3H10O3 in a non-equilibrium geometry.

XYZ file:
```
16
Properties=species:S:1:pos:R:3
C -0.932 1.675 0.393
O 0.220 2.464 0.538
C -0.705 0.514 -0.561
C -1.692 -0.589 -0.378
O -1.323 -1.429 0.705
H -1.240 1.269 1.363
H -1.845 2.221 0.120
H 0.003 3.395 0.482
H -0.694 0.904 -1.587
H 0.328 0.185 -0.447
H -2.714 -0.204 -0.276
H -1.791 -1.217 -1.278
H -2.092 -1.822 1.115
H 4.386 -1.898 -0.406
H 4.916 -3.158 0.264
O 5.174 -2.309 -0.047
```

The calculation puts the relative energy (zero: lowest compared OMol25 entry of this formula, charge and spin) at 16.6 kcal per mole. As for the charge: 0. The LUMO energy is 0.781 eV. For the gap between HOMO and LUMO, the calculation gives 10.82 eV. The SMILES is OCCCO.O.

Atomic partial charges in e from the Löwdin method, atoms 1 to 8:
1. C -0.295
2. O -0.048
3. C -0.183
4. C -0.289
5. O -0.059
6. H 0.115
7. H 0.121
8. H 0.083


3.
Density functional theory data (ωB97M-V/def2-TZVPD) for C9H6OS in the gas phase in a non-equilibrium geometry.

XYZ file:
```
17
Properties=species:S:1:pos:R:3
C -3.257 -0.028 -0.026
C -1.792 -0.197 0.084
C -1.278 -1.408 0.340
C 0.030 -1.697 0.396
C 0.947 -0.590 0.142
C 2.740 1.037 -0.240
C 1.551 1.613 -0.330
C 0.438 0.674 -0.191
C -1.006 0.921 -0.156
H -3.764 -0.806 0.585
H -2.214 -2.214 0.453
H 0.383 -2.632 0.764
H 3.626 1.396 -0.266
H 1.522 2.632 -0.449
H -1.280 1.858 -0.367
O -3.875 1.007 -0.453
S 2.655 -0.640 0.175
```

The calculation puts the relative energy (zero: lowest compared OMol25 entry of this formula, charge and spin) at 34.8 kcal per mole. As for the charge: 0. The LUMO energy is -0.268 eV. For the gap between HOMO and LUMO, the calculation gives 8.52 eV. The SMILES is O=Cc1ccc2sccc2c1.

Atomic partial charges in e from the Löwdin method, atoms 1 to 8:
1. C -0.162
2. C -0.252
3. C -0.101
4. C -0.058
5. C -0.478
6. C -0.371
7. C -0.108
8. C -0.182